Record 1
This record from the Open Molecules 2025 dataset describes a 5-piece molecular cluster, C21H43N5O7S overall at a distorted geometry. The level of theory is ωB97M-V with the def2-TZVPD basis set.

Results
Structure (SMILES) = CCSC[C@H]1OC(=O)O[C@H]1N=C(C)C.CN(C)C=O.CN(C)C=O.CN(C)C=O.CN(C)C=O
LUMO = 0.54 eV
Gap between HOMO and LUMO = 8.750 eV
Spin multiplicity = 1
Relative energy (zero: lowest compared OMol25 entry of this formula, charge and spin) = 0.0 kJ/mol
Total charge = 0
E_HOMO = -8.21 eV

```
77
Properties=species:S:1:pos:R:3:forces:R:3:mulliken_charge:R:1
C 1.116827 1.153864 0.922211 0.372 0.403 -0.588 -0.251
C 0.776101 2.156972 -0.198668 -0.219 -0.604 0.602 -0.211
S -0.968960 2.636851 -0.256202 0.021 0.166 -0.087 -0.304
C -1.887666 1.199249 -0.932576 -0.356 0.379 -0.610 -0.286
C -3.132443 0.941172 -0.100191 1.287 0.727 1.527 0.151
O -4.364800 1.461072 -0.588449 -0.040 0.208 0.001 -0.461
C -5.281644 0.831738 0.234753 3.347 -1.877 -2.716 0.513
O -6.167109 1.315487 0.774781 -3.339 1.708 1.512 -0.458
O -4.898879 -0.464907 0.263715 -0.255 -0.700 1.003 -0.463
C -3.465275 -0.454069 0.519120 -1.788 -0.127 -0.272 0.082
N -2.894224 -1.618725 -0.043590 0.256 1.338 -0.799 -0.576
C -1.716172 -1.922938 0.312907 0.214 -0.536 0.031 0.774
C -1.007337 -1.531471 1.581932 0.385 0.484 -0.469 -1.048
C -0.924809 -2.807969 -0.614506 -0.154 -0.415 0.674 -0.847
H 2.011896 1.515842 1.421307 0.202 -0.128 0.132 0.525
H 0.348766 1.101285 1.683032 -0.198 -0.101 0.015 0.146
H 1.351880 0.181625 0.497637 -0.231 0.000 0.324 -0.338
H 1.307440 3.076761 0.006304 -0.162 0.442 -0.199 0.377
H 1.096592 1.785371 -1.168042 -0.015 0.035 -0.176 0.189
H -2.206820 1.513298 -1.920629 -0.048 -0.220 -0.287 0.483
H -1.250684 0.328630 -1.048760 0.101 -0.142 0.180 -0.056
H -2.951731 1.541901 0.794856 0.097 0.039 0.134 0.171
H -3.424108 -0.326945 1.599256 0.498 -0.451 0.216 0.341
H -1.137552 -2.287149 2.348493 -0.133 -0.253 0.039 0.292
H 0.053208 -1.471638 1.369320 0.232 -0.055 0.180 0.268
H -1.286197 -0.567058 1.987737 -0.242 0.100 0.099 0.398
H -1.034905 -3.846512 -0.295179 0.084 -0.132 -0.051 0.372
H -1.287178 -2.713548 -1.628010 -0.105 0.015 -0.204 0.382
H 0.126302 -2.549663 -0.527993 0.107 -0.013 -0.157 -0.109
C 4.468217 -2.594658 -2.480595 -0.184 0.245 -0.167 -0.927
N 3.376347 -1.926110 -1.789018 0.079 -0.095 -0.028 0.217
C 2.599577 -0.923310 -2.498057 -0.032 -0.016 0.218 -0.996
C 3.056482 -2.199361 -0.516465 0.076 -0.088 0.089 -0.037
O 2.144677 -1.668277 0.098319 0.066 -0.246 -0.159 -0.609
H 5.203869 -1.853622 -2.800898 0.065 -0.077 0.002 0.326
H 4.077628 -3.120186 -3.351670 0.169 -0.092 -0.016 0.360
H 4.951607 -3.313017 -1.822509 -0.051 0.008 0.048 0.286
H 2.669807 0.033497 -1.978347 -0.048 0.034 -0.065 0.413
H 1.548943 -1.218890 -2.527709 -0.018 0.098 -0.028 0.193
H 2.976033 -0.815020 -3.512169 0.041 -0.050 0.010 0.377
H 3.701030 -2.968216 -0.060165 0.000 0.031 -0.012 0.279
C 0.045464 -5.863233 -4.929061 0.047 0.257 0.020 -0.907
N 1.254506 -5.073374 -4.793437 -0.093 -0.097 -0.019 0.149
C 1.154396 -3.624406 -4.780128 0.209 -0.082 0.016 -0.810
C 2.469997 -5.637091 -4.677488 0.096 -0.139 0.005 0.096
O 3.515839 -5.023114 -4.562422 -0.118 0.073 0.001 -0.586
H -0.452175 -5.619810 -5.869720 -0.073 -0.078 0.023 0.335
H -0.632579 -5.647351 -4.101066 -0.067 -0.076 -0.040 0.300
H 0.285185 -6.924247 -4.921189 0.051 0.010 0.005 0.301
H 1.737008 -3.205454 -5.602031 -0.024 0.077 0.032 0.330
H 1.555273 -3.237063 -3.842587 -0.037 0.070 -0.015 0.115
H 0.114394 -3.324733 -4.881375 -0.016 -0.053 0.006 0.379
H 2.438514 -6.739663 -4.694702 -0.018 0.022 -0.010 0.263
C -1.285780 7.950509 -0.355834 0.187 0.069 0.180 -0.904
N -0.154881 7.331641 0.306362 -0.076 0.080 -0.041 0.083
C 0.627249 8.110467 1.251246 0.052 -0.213 -0.036 -0.940
C 0.196915 6.053176 0.075229 -0.048 -0.186 -0.134 0.366
O 1.135779 5.484814 0.603824 0.010 0.105 0.048 -0.662
H -0.949828 8.813905 -0.934245 -0.107 0.014 -0.037 0.335
H -2.014832 8.281293 0.386762 -0.072 0.031 -0.087 0.339
H -1.764058 7.240399 -1.026984 0.030 -0.040 0.018 0.300
H 1.664696 8.161389 0.918778 0.016 0.041 0.078 0.289
H 0.605802 7.632282 2.231157 0.058 0.063 0.025 0.291
H 0.219626 9.115463 1.327659 -0.045 -0.014 -0.042 0.379
H -0.456556 5.547765 -0.655461 0.000 0.016 0.024 0.149
C -1.358273 0.212668 6.743800 -0.002 -0.256 -0.101 -0.932
N -0.641820 -0.542366 5.734607 -0.055 0.107 0.057 0.142
C -0.978938 -1.940135 5.529607 0.209 0.085 -0.073 -0.713
C 0.330843 0.013333 4.982027 0.163 0.169 -0.044 0.102
O 0.969267 -0.559962 4.121110 -0.186 -0.130 0.081 -0.585
H -1.213551 -0.247424 7.723601 -0.060 0.087 0.047 0.341
H -2.424995 0.224949 6.510504 -0.016 0.072 0.092 0.335
H -0.993432 1.236965 6.778099 0.030 -0.009 -0.037 0.293
H -0.100628 -2.562502 5.706101 -0.051 -0.068 -0.030 0.308
H -1.306233 -2.094424 4.502872 -0.033 -0.091 0.010 0.068
H -1.774327 -2.231315 6.211088 -0.002 0.055 0.021 0.402
H 0.507397 1.075297 5.228013 -0.039 -0.012 0.011 0.312
```
Positions in Å, forces in eV/Å.

=====

Record 2
This record from the Open Molecules 2025 dataset describes a 3-piece molecular cluster, C21H44BrClN3O overall at a distorted geometry. The level of theory is ωB97M-V with the def2-TZVPD basis set.

Results
LUMO = -4.46 eV
Gap between HOMO and LUMO = 5.156 eV
Spin multiplicity = 1
Relative energy (zero: lowest compared OMol25 entry of this formula, charge and spin) = 16.3 kJ/mol
Total charge = +1
E_HOMO = -9.62 eV

```
71
Properties=species:S:1:pos:R:3:forces:R:3:mulliken_charge:R:1
C -2.101821 2.119966 1.200501 -0.244 -0.058 -0.025 -1.464
C -2.282486 1.257478 -0.034113 -0.257 0.021 -0.091 0.545
Cl -0.854635 0.199489 -0.271680 0.189 -0.011 0.042 -0.125
C -2.595541 1.975225 -1.371884 0.486 0.127 0.823 -1.797
C -2.580439 3.491240 -1.434372 -0.517 -0.064 -0.977 0.096
C -3.528150 4.406564 -0.682544 0.214 0.584 -0.063 -0.541
C -2.956849 5.801525 -1.080223 0.191 -0.943 1.006 -0.875
C -1.505693 5.482916 -1.182022 -0.199 0.122 -0.241 0.048
N -1.270711 4.226553 -1.279671 0.205 0.335 0.331 0.385
C 0.045683 3.575988 -1.300630 -0.051 -0.065 -0.184 -0.278
C 0.896948 3.865198 -0.066837 -0.084 0.371 -0.182 0.173
O 1.175548 3.034466 0.706669 0.150 -0.533 0.463 -0.189
Br 1.565075 5.666956 0.153232 -0.046 0.079 -0.130 -0.125
H -1.446522 2.972074 1.051152 0.163 0.035 0.010 0.189
H -3.078110 2.485871 1.519335 -0.015 0.060 0.046 0.331
H -1.702539 1.513075 2.006860 0.075 0.016 0.074 0.500
H -3.103545 0.577573 0.173997 0.068 -0.168 -0.048 0.451
H -3.584329 1.668612 -1.704372 -0.091 0.086 -0.126 0.412
H -1.891549 1.627252 -2.125118 -0.122 -0.175 -0.121 0.611
H -2.818272 3.691729 -2.488475 0.038 -0.108 -0.061 0.419
H -4.557417 4.248560 -0.987371 -0.055 0.038 0.011 0.421
H -3.440134 4.341621 0.398891 -0.098 -0.343 0.022 0.217
H -3.371331 6.199757 -2.003566 0.069 0.234 -0.066 0.359
H -3.033070 6.494059 -0.242695 -0.390 0.426 -0.329 0.415
H -0.737170 6.239791 -1.136577 0.301 -0.167 -0.090 0.445
H -0.109790 2.500175 -1.280253 -0.024 -0.033 -0.065 -0.123
H 0.593883 3.842913 -2.201150 -0.003 0.131 -0.068 0.502
C 5.009701 -2.196250 4.174719 0.019 -0.002 -0.003 -1.440
C 4.610638 -0.883989 3.517718 0.099 -0.041 0.073 -0.312
N 3.187479 -0.609628 3.607756 -0.051 0.027 -0.046 0.166
C 2.754857 0.476848 2.752660 -0.066 0.061 -0.179 -0.609
C 3.282725 1.889505 3.037638 -0.004 -0.010 0.079 -0.920
C 2.626975 -0.628702 4.947915 -0.034 -0.078 0.182 -0.680
C 3.218914 0.329064 5.991096 -0.085 0.003 0.018 -0.960
H 4.427152 -3.024984 3.771141 -0.034 0.007 0.010 0.335
H 6.064418 -2.396072 3.984970 0.007 0.001 -0.004 0.434
H 4.873859 -2.173738 5.256165 0.002 0.001 0.005 0.302
H 4.864764 -0.939646 2.455747 -0.036 0.063 -0.024 0.426
H 5.226906 -0.075014 3.941536 0.006 -0.009 -0.012 0.253
H 1.660220 0.499275 2.761145 -0.005 -0.013 0.054 0.245
H 3.032782 0.209944 1.727065 0.058 -0.028 0.022 0.347
H 2.809317 2.334390 3.912641 0.051 -0.025 0.041 0.219
H 3.063631 2.535798 2.191009 0.003 0.047 -0.059 0.284
H 4.362694 1.904181 3.186680 0.004 -0.051 0.031 0.320
H 2.714075 -1.646942 5.332669 0.050 -0.008 -0.031 0.393
H 1.551578 -0.451468 4.862484 0.004 0.051 -0.065 0.304
H 4.309229 0.332467 5.969450 0.008 -0.019 -0.012 0.247
H 2.915125 0.014078 6.990860 -0.005 -0.005 -0.001 0.374
H 2.872786 1.353110 5.857645 0.062 0.020 -0.039 0.274
C -3.077513 -4.784674 -5.108497 -0.002 0.007 -0.023 -1.435
C -2.098558 -3.772652 -4.533591 0.009 -0.089 -0.092 -0.318
N -2.072489 -3.763671 -3.081978 -0.018 0.077 0.037 0.181
C -1.367392 -2.627562 -2.524384 0.015 0.154 0.047 -0.591
C 0.138573 -2.500955 -2.792874 0.004 0.047 0.076 -1.087
C -1.813628 -5.047197 -2.449411 -0.030 -0.206 0.043 -0.700
C -0.510607 -5.775473 -2.804556 -0.009 -0.006 0.075 -0.968
H -4.077724 -4.631601 -4.701834 0.004 -0.010 0.036 0.336
H -3.128254 -4.672830 -6.191797 0.002 0.003 -0.006 0.430
H -2.775721 -5.811586 -4.902908 0.004 -0.005 0.001 0.303
H -2.404383 -2.774270 -4.860061 0.046 0.042 0.043 0.413
H -1.105667 -3.951921 -4.975935 -0.012 0.010 -0.012 0.265
H -1.536729 -2.617167 -1.444154 -0.001 -0.076 0.007 0.341
H -1.858048 -1.723501 -2.905829 -0.017 -0.032 -0.065 0.267
H 0.719455 -3.206751 -2.201767 0.002 -0.047 -0.042 0.216
H 0.478152 -1.498652 -2.519171 -0.008 0.001 -0.002 0.404
H 0.380658 -2.651150 -3.845037 -0.014 -0.014 -0.013 0.313
H -2.649401 -5.709647 -2.683785 -0.009 0.031 -0.053 0.387
H -1.864457 -4.902253 -1.367546 0.031 0.078 0.001 0.345
H -0.316607 -5.766330 -3.877846 -0.019 0.003 -0.011 0.251
H -0.580628 -6.819823 -2.496491 -0.006 -0.001 0.006 0.374
H 0.354112 -5.349189 -2.298336 0.020 0.040 -0.056 0.274
```
Positions in Å, forces in eV/Å.

=====

Record 3
This record from the Open Molecules 2025 dataset describes a 3-piece molecular cluster, C21H44BrN2O2S overall at a distorted geometry. The level of theory is ωB97M-V with the def2-TZVPD basis set.

Results
LUMO (spin up / spin down) = -4.85 / -4.85 eV
Gap between HOMO and LUMO (spin up / spin down) = 5.035 / 6.088 eV
Spin multiplicity = 3
Total charge = +1
E_HOMO (spin up / spin down) = -9.89 / -10.94 eV

```
71
Properties=species:S:1:pos:R:3:forces:R:3:lowdin_spin:R:1
C -3.787289 -2.624644 -3.483265 -0.653 -0.525 -0.572 0.003
C -4.279347 -3.177034 -4.825110 0.621 0.216 0.817 0.001
S -3.387136 -4.641759 -5.385733 -0.333 -0.023 -0.448 0.000
C -3.477575 -5.715349 -3.926693 0.377 0.485 -0.421 0.000
Br -1.323711 -4.022529 -5.586964 -0.231 -0.051 0.172 0.001
H -4.621651 -2.505684 -2.808528 -0.253 0.044 0.222 0.000
H -3.305601 -1.671802 -3.621177 -0.361 -0.254 -0.104 0.001
H -3.056634 -3.259528 -3.006250 0.177 -0.232 0.144 0.000
H -4.193185 -2.420568 -5.589603 0.030 -0.056 -0.549 0.000
H -5.301612 -3.522558 -4.790133 -0.423 -0.286 -0.131 0.000
H -4.181492 -5.273537 -3.244557 -0.352 0.105 0.235 0.000
H -3.799803 -6.671691 -4.299778 -0.032 -0.391 0.009 0.000
H -2.502181 -5.747587 -3.468128 0.250 -0.181 0.139 0.000
C 0.229045 -0.848945 -0.418243 -0.162 0.223 0.186 0.004
C -0.250003 -0.946254 -1.885048 0.581 -0.439 1.109 0.029
C 0.850795 -0.514998 -2.858793 0.024 0.398 -0.346 0.019
C 1.074376 0.993768 -2.896347 -0.080 -0.038 0.019 0.001
C -0.239347 1.712968 -3.199695 0.340 -0.298 -0.217 0.018
C -1.354160 1.351135 -2.218717 -0.148 0.996 0.938 0.029
N -1.486642 -0.137659 -2.107606 0.460 0.063 -1.641 0.407
O -2.188673 -0.618472 -3.079551 0.755 0.946 0.775 0.477
C -1.063774 2.003681 -0.851951 0.087 -0.137 0.072 0.003
C -2.675740 1.940118 -2.694482 -0.208 -0.201 -0.234 -0.001
C -0.559023 -2.411723 -2.137781 -0.283 -0.167 -0.228 -0.001
H -0.164572 -1.670670 0.180012 -0.029 -0.064 -0.078 0.000
H 1.316622 -0.888519 -0.352271 0.003 -0.042 -0.078 0.000
H -0.090120 0.050391 0.094404 0.075 -0.013 -0.035 0.001
H 0.587732 -0.849592 -3.869162 -0.120 0.012 0.029 0.002
H 1.775532 -1.029652 -2.594671 -0.036 -0.070 0.078 0.002
H 1.501747 1.338476 -1.951228 -0.044 -0.004 0.024 0.000
H 1.807156 1.233441 -3.668256 0.018 0.008 0.014 0.001
H -0.092183 2.793503 -3.178657 -0.078 0.038 0.057 0.002
H -0.554005 1.459866 -4.217319 -0.068 -0.057 0.028 0.002
H -1.740371 1.625428 -0.084881 0.012 -0.021 0.013 0.001
H -1.216571 3.079465 -0.924364 -0.071 0.011 -0.124 0.000
H -0.040414 1.865510 -0.509902 -0.028 -0.025 -0.008 0.000
H -2.922000 1.634698 -3.709255 0.006 -0.068 0.028 0.000
H -2.605687 3.025850 -2.684988 0.070 0.037 0.057 0.000
H -3.494693 1.646348 -2.036653 0.004 -0.005 0.011 0.000
H -1.411574 -2.734984 -1.536610 0.037 0.018 0.036 0.000
H 0.299435 -3.024280 -1.862279 0.080 0.103 0.055 0.000
H -0.788120 -2.582645 -3.187718 0.018 -0.038 0.062 0.000
C 2.760543 0.271141 5.689998 -0.142 0.203 0.103 0.002
C 2.413822 0.166503 4.184286 0.402 -0.448 1.072 0.027
C 3.599627 0.585038 3.309932 0.068 0.368 -0.310 0.017
C 3.838136 2.091312 3.274096 -0.062 -0.061 0.008 0.001
C 2.562617 2.813356 2.847288 0.316 -0.226 -0.174 0.016
C 1.364072 2.469235 3.730304 -0.171 0.893 0.841 0.026
N 1.205559 0.982607 3.849479 0.558 -0.034 -1.544 0.379
O 0.597520 0.505331 2.817877 -0.387 -0.136 0.272 0.522
C 1.537178 3.142262 5.105931 0.079 -0.120 0.081 0.003
C 0.094911 3.061078 3.130668 -0.191 -0.161 -0.243 -0.001
C 2.132719 -1.307937 3.924679 -0.220 -0.117 -0.272 -0.001
H 2.309218 -0.549964 6.246223 -0.019 -0.063 -0.073 0.000
H 3.838253 0.223480 5.848439 0.012 -0.049 -0.058 0.000
H 2.402045 1.176424 6.166207 0.055 0.011 -0.083 0.001
H 3.425027 0.238544 2.285538 -0.125 0.002 0.019 0.002
H 4.494006 0.068555 3.660372 -0.028 -0.073 0.065 0.002
H 4.182634 2.447009 4.248629 -0.044 0.003 0.020 0.000
H 4.638483 2.316513 2.567010 0.021 0.009 0.020 0.001
H 2.714730 3.893971 2.866653 -0.074 0.041 0.039 0.002
H 2.336812 2.547279 1.808893 -0.074 -0.068 0.030 0.002
H 0.790653 2.780199 5.813479 -0.003 -0.025 0.002 0.001
H 1.400890 4.218217 5.005302 -0.054 0.009 -0.121 0.000
H 2.525005 3.002013 5.538639 -0.017 -0.029 -0.015 0.000
H -0.062277 2.741001 2.102260 0.000 -0.086 0.046 0.000
H 0.172358 4.147123 3.131109 0.069 0.044 0.067 0.000
H -0.781813 2.781239 3.715825 0.003 -0.022 0.000 0.000
H 1.234826 -1.634137 4.449665 -0.011 0.024 0.006 0.000
H 2.975670 -1.892259 4.293543 0.051 0.041 0.077 0.000
H 2.009224 -1.527116 2.865609 -0.042 0.055 0.010 0.000
```
Positions in Å, forces in eV/Å.

=====

- Look up the spin multiplicity of the third one.
  3

=====

- The lowest total charge belongs to which entry?
  C21H43N5O7S